one:
Molecular formula: C3H2N2O
Method: DFT, wB97M-V/def2-TZVPD

Computed properties:
HOMO level, Ha: -0.3497
SMILES: N#CC(O)=C=N

Cartesian coordinates (Å):
O: -1.447 -0.166 0.933
C: -0.322 0.240 0.248
C: -0.287 1.565 -0.291
N: -0.258 2.606 -0.802
C: 0.640 -0.594 -0.107
N: 1.540 -1.364 -0.409
H: -1.176 -0.538 1.782
H: 1.354 -1.798 -1.317

Charges computed using Löwdin, reported in e: 0.038, -0.345, -0.164, 0.159, -0.076, 0.180, 0.113, 0.095

=====

two:
Molecular formula: C3H2N2O
Method: DFT, wB97M-V/def2-TZVPD

Computed properties:
HOMO level (spin up / spin down), Ha: -0.3474 / -0.3313
SMILES: O=NC1=C2CN21

Cartesian coordinates (Å):
C: 0.582 0.133 1.657
C: 0.242 -1.318 1.732
C: 0.036 0.338 0.268
N: -0.738 -0.507 1.270
N: 0.076 -2.440 1.415
O: 0.166 -3.609 1.532
H: -0.603 1.168 0.156
H: 0.525 -0.042 -0.638

Charges computed using Löwdin, reported in e: 0.083, -0.333, -0.092, 0.066, -0.007, 0.101, 0.076, 0.105

=====

three:
Molecular formula: C3H2N2O
Method: DFT, wB97M-V/def2-TZVPD

Computed properties:
HOMO level (spin up / spin down), Ha: -0.3115 / -0.3046

Cartesian coordinates (Å):
C: 1.170 1.303 0.435
C: -1.184 -1.186 -0.845
C: 0.026 0.553 0.579
N: 2.155 1.899 0.335
N: -0.165 -0.571 -0.209
O: -1.895 -2.111 -0.746
H: -0.804 0.904 1.167
H: 0.697 -0.792 -0.716

Charges computed using Löwdin, reported in e: -0.278, -0.193, -0.126, 0.140, 0.039, 0.146, 0.109, 0.164

=====

Which is less stable than every other structure shown? two is.